Record 1
{"formula": "C9H15Cl2N2O", "method": "ωB97M-V/def2-TZVPD", "charge": 1, "smiles": "C/C=C/C(C)=N\\C(Cl)(Cl)/[NH+]=C(/C)OC", "gap_ha": 0.3368, "fmax_ev_per_a": 1.34, "elements": ["C", "C", "C", "C", "C", "C", "C", "C", "C", "N", "N", "O", "Cl", "Cl", "H", "H", "H", "H", "H", "H", "H", "H", "H", "H", "H", "H", "H", "H", "H"], "positions_angstrom": [[2.63939, 0.14858, 0.42704], [2.92182, -1.15894, 0.36579], [1.37243, 0.74193, 0.78260], [-0.33308, -0.67338, -0.21871], [4.25376, -1.69514, 0.00792], [1.44468, 2.02816, 1.53567], [-3.74598, 0.80933, -1.15568], [-4.14786, 0.04636, 1.56038], [-2.70666, 0.16923, -0.31385], [0.18436, 0.34044, 0.49838], [-1.55693, -0.16591, -0.87976], [-2.88325, -0.12468, 0.92476], [-0.78301, -2.09370, 0.78176], [0.71068, -1.40093, -1.64865], [3.44183, 0.86083, 0.27391], [2.16832, -1.89201, 0.61982], [4.96907, -0.90043, -0.18756], [4.63064, -2.33757, 0.80271], [4.16417, -2.31848, -0.88301], [0.45141, 2.36846, 1.81010], [2.05066, 1.90159, 2.43097], [1.92874, 2.78395, 0.91983], [-4.51818, 0.08137, -1.41387], [-4.23205, 1.62072, -0.61343], [-3.32361, 1.19866, -2.07879], [-4.95222, -0.39940, 0.97262], [-4.35647, 1.10284, 1.73752], [-4.06781, -0.47116, 2.51507], [-1.42036, 0.04296, -1.86770]], "nbo_charge": [-0.356, -0.008, 0.413, 0.327, -0.663, -0.658, -0.720, -0.268, 0.757, -0.566, -0.554, -0.410, 0.021, -0.093, 0.228, 0.206, 0.224, 0.242, 0.243, 0.235, 0.246, 0.245, 0.278, 0.269, 0.260, 0.205, 0.210, 0.239, 0.449]}



Record 2
{"formula": "C4H5N3O", "method": "ωB97M-V/def2-TZVPD", "gap_ha": 0.4023, "fmax_ev_per_a": 8.02, "elements": ["C", "C", "C", "C", "H", "H", "H", "H", "H", "N", "N", "N", "O"], "positions_angstrom": [[2.04331, 0.77086, -0.59268], [1.18483, -0.40538, -0.73228], [-0.22738, -0.48909, 0.60587], [-0.09002, 0.10822, -0.51769], [2.95554, 0.33767, -0.44835], [2.11280, 1.68010, -1.20220], [1.90035, 1.25850, 0.51693], [1.25742, -0.94210, -1.54836], [1.42875, -0.83247, 1.45679], [0.98371, -1.30077, 0.61314], [-1.49815, -0.32574, 1.13533], [-1.18749, 0.80440, -0.76924], [-1.90072, 0.54318, 0.22391]], "nbo_charge": [-0.619, -0.038, 0.214, -0.029, 0.211, 0.255, 0.200, 0.217, 0.367, -0.550, -0.099, -0.042, -0.086]}



One value per record, in order, for energy relative to the best compared isomer or geometry (same formula, charge and spin): 0.0 190.8 kcal per mole.